Record 1
Entry from OMol25: a cluster of 2 separate species, H6NS2 in total at a distorted geometry (ωB97M-V with the def2-TZVPD basis set).

The geometry in XYZ format:
```
9
Properties=species:S:1:pos:R:3:forces:R:3:mulliken_charge:R:1
N 1.020 -0.768 1.071 -1.3 3.2 2.6 -0.45
H 0.138 -0.775 1.720 1.7 -0.6 -1.7 0.47
H 1.754 -0.291 1.731 -1.2 -1.0 -2.1 0.42
H 1.319 -1.647 0.725 0.3 -1.4 0.1 0.37
H 0.721 -0.202 0.216 0.7 -0.2 1.2 0.16
S -1.626 0.196 -0.434 -0.4 0.6 -0.8 -0.21
S -0.220 1.100 -1.649 0.7 0.1 -0.2 -0.26
H -2.323 1.337 -0.499 -0.5 -0.2 0.7 0.25
H -0.783 1.051 -2.880 0.0 -0.4 0.3 0.24
```
Positions in Å, forces in eV/Å.

Its net charge is +1.

Record 2
Entry from OMol25: a structure of composition C24H30NO5Sn at a distorted geometry (ωB97M-V with the def2-TZVPD basis set).

The geometry in XYZ format:
```
61
Properties=species:S:1:pos:R:3:forces:R:3:mulliken_charge:R:1
C -0.357 6.990 -2.447 0.7 0.8 -0.2 3.08
C 0.368 5.744 -1.904 -0.4 0.4 0.1 -1.75
C -1.458 6.480 -3.411 0.1 0.0 0.1 -1.33
C -1.033 5.034 -3.773 0.2 -0.6 -0.2 0.08
H -1.445 7.127 -4.301 -0.2 -0.3 0.4 0.31
H -2.440 6.545 -2.920 0.3 -0.1 -0.3 0.29
C 0.334 4.782 -3.092 0.1 0.4 0.1 0.38
H -0.236 5.386 -1.059 0.3 -0.1 -0.2 0.34
H 1.385 5.969 -1.556 -0.4 -0.1 0.0 0.62
C 0.367 3.318 -2.726 -0.2 -0.5 -0.4 -1.12
H 1.161 5.029 -3.772 -0.2 0.0 0.1 0.62
H -0.903 4.945 -4.863 -0.2 0.1 0.3 0.57
C -1.907 3.822 -3.307 0.0 -0.5 0.4 1.03
C -0.862 7.925 -1.365 -0.4 -0.9 1.6 -0.23
C 0.604 7.930 -3.182 -0.1 0.0 -2.0 -0.39
O 0.400 8.430 -4.280 0.1 -0.7 1.3 -0.64
O -1.017 7.596 -0.203 0.0 0.6 -1.2 -0.63
O -1.095 9.168 -1.830 0.0 -0.3 0.3 -0.27
O 1.721 8.203 -2.489 -0.6 -0.1 -0.1 -0.29
C 2.442 9.265 -3.111 0.3 0.2 0.2 -0.79
H 3.288 9.465 -2.459 0.0 0.0 -0.1 0.26
H 1.782 10.131 -3.186 0.2 0.0 -0.1 0.31
H 2.756 8.959 -4.110 0.1 0.2 0.1 0.31
C -1.446 10.106 -0.815 -0.1 0.3 0.3 -0.78
H -2.316 9.769 -0.245 0.1 0.0 -0.1 0.31
H -1.661 11.039 -1.334 0.0 -0.1 0.1 0.25
H -0.612 10.240 -0.118 -0.1 0.0 -0.1 0.33
O -0.997 2.857 -2.637 -0.2 2.0 -0.9 -0.19
H 0.873 3.132 -1.768 -0.2 0.0 -0.2 0.33
H 0.870 2.731 -3.510 0.0 0.1 0.3 0.27
C -2.559 3.123 -4.505 0.0 0.0 -0.1 -1.78
C -2.991 4.152 -2.280 -0.1 0.0 0.1 -2.00
H -3.744 4.834 -2.705 0.2 -0.2 0.1 0.44
H -2.567 4.614 -1.378 -0.1 -0.1 -0.2 0.26
H -3.508 3.227 -1.982 0.2 0.3 -0.1 0.46
H -3.093 2.213 -4.191 0.2 0.3 -0.1 0.34
H -1.809 2.859 -5.263 -0.1 0.0 0.2 0.45
H -3.284 3.802 -4.983 0.2 -0.1 0.1 0.39
Sn -0.783 0.609 -0.998 0.3 -1.3 0.3 0.74
C 1.575 -1.740 -1.351 0.8 0.5 -0.2 -0.61
C 1.509 -0.651 -2.270 0.0 -0.6 0.9 -0.72
C 2.033 0.508 -1.594 -0.4 0.0 0.4 -0.65
H 1.200 -0.706 -3.308 0.0 0.0 0.1 0.46
C 2.385 0.120 -0.274 0.4 -0.5 -0.4 -0.71
C 2.146 -1.271 -0.137 -0.1 0.4 -0.9 -0.37
H 2.374 -1.892 0.722 -0.2 0.2 0.0 0.39
H 1.302 -2.778 -1.542 -0.1 0.5 0.0 0.43
H 2.238 1.474 -2.058 -0.1 -0.3 0.2 0.70
H 2.816 0.772 0.489 -0.2 -0.2 -0.3 0.49
C -1.839 0.458 1.849 0.6 0.7 0.2 -0.91
C -0.802 -0.276 2.450 0.1 0.5 0.0 -0.36
C 0.436 0.372 2.192 -0.6 0.1 0.1 -0.49
H -0.902 -1.186 3.044 -0.1 0.2 -0.5 0.39
C 0.189 1.543 1.452 -0.5 -0.2 0.2 -0.51
C -1.245 1.631 1.226 0.3 -0.9 0.4 -0.52
H -1.764 2.534 0.904 0.0 -0.3 0.0 0.67
H -2.904 0.229 1.891 0.3 0.1 -0.1 0.34
H 1.406 0.012 2.532 -0.3 0.1 -0.2 0.48
H 0.925 2.296 1.170 -0.2 -0.2 0.0 0.48
N -1.425 -2.720 -0.048 0.0 1.6 -0.7 -0.68
C -1.266 -1.619 -0.423 0.0 -1.2 0.9 0.08
```
Positions in Å, forces in eV/Å.

Its net charge is -1.

no.,HOMO (eV),Kohn-Sham gap (eV)
1,-13.6,9.40
2,-3.3,5.28